Below is C82H162F30N13O23S10 as an isolated structure, with properties calculated with ωB97M-V/def2-TZVPD.

Last column: Mulliken charge in e.
CARTESIAN COORDINATES (ANGSTROEM)
H (-1.470418, 3.423308, -9.129513)  0.03
H (6.569471, -4.205902, 8.922904)  0.35
N (2.240334, -4.665113, -3.507871)  0.14
N (-3.417198, 0.205556, 7.299535)  1.34
O (2.454346, -7.432703, -0.052164)  -0.06
C (5.317311, 0.852725, 6.072710)  0.36
F (-0.010958, -5.536091, -2.387383)  -0.09
H (2.060504, -1.723603, -0.821853)  0.66
O (-4.354894, -3.174720, 6.486059)  -0.66
H (5.886715, 3.304888, -0.480558)  0.21
H (-4.046799, -1.730626, 7.671655)  0.27
H (-1.004590, -0.470219, -1.776030)  -0.72
H (2.210489, 0.264440, 8.397526)  0.29
O (-1.512395, -1.576319, -4.198259)  -0.01
C (-9.206248, -4.720399, 0.067787)  -1.53
C (-4.774070, -2.881628, 0.358895)  0.54
C (-4.753328, 0.946532, 5.520050)  -0.86
C (5.891683, 4.192831, -1.084091)  -0.19
O (-4.160238, 1.750170, -5.093530)  -0.71
H (-0.089648, 4.984484, -10.509744)  0.33
O (3.596640, -1.873659, 2.652025)  -0.56
H (-0.244745, 6.900874, -7.797274)  0.51
H (-1.992996, -1.265531, 7.339891)  0.40
C (-1.056113, -0.674889, -10.612135)  -1.30
C (4.884206, 5.221846, 2.843030)  -0.71
H (-3.768953, 0.261945, 10.013764)  0.42
H (7.325018, 5.064471, -2.607464)  0.37
H (-0.215177, -0.388733, 3.910977)  -0.07
C (-0.869749, -1.222661, -0.990020)  0.08
C (5.775206, -0.748506, 9.918581)  -0.71
H (0.172370, 6.402194, -4.121353)  0.75
H (-5.145680, -1.175339, 11.433715)  0.42
C (4.704718, -3.872923, -3.910446)  0.34
H (-3.630910, -6.061967, -2.436624)  0.92
H (2.100951, 4.399815, -4.721905)  -0.15
H (-2.045947, 6.806646, -7.791321)  0.58
O (-1.237603, 4.875185, -0.935543)  -0.09
H (-3.455341, -1.888865, 1.729023)  -0.29
H (6.290982, 5.450757, 0.665651)  0.47
C (-4.189042, 2.218475, 6.178539)  -0.14
C (-1.697432, -0.749959, -9.176941)  0.87
C (-0.150189, -0.481619, 1.210913)  -0.74
C (-0.800702, -2.975504, -8.196931)  -1.04
H (5.614395, -3.127893, 6.973272)  0.34
C (-6.291059, -4.750099, 5.158422)  0.37
H (-3.427286, 0.065383, -8.080814)  0.21
H (4.474277, 3.728722, 4.422970)  0.52
C (-4.315115, -0.723793, 8.081084)  -0.54
O (2.884763, -2.816326, -5.239816)  -0.77
C (1.514050, -1.102625, -8.804236)  -1.70
H (3.998696, -9.119998, -1.113833)  0.26
H (-2.978253, 6.684647, -5.801726)  0.45
H (-5.079442, -1.656294, 2.159211)  0.57
N (-0.875544, 4.850736, 1.653849)  -0.79
F (-5.056756, -0.533933, -4.030731)  -0.16
H (4.067059, -1.727848, 8.005860)  -0.20
S (-0.366882, 5.172404, 0.162575)  0.41
C (-4.385964, -1.675397, 1.284588)  0.24
H (-0.017985, -2.451280, -2.613224)  -0.42
H (-9.722275, -3.785311, -0.178976)  0.40
H (-1.346737, 6.273247, -10.203656)  0.34
H (-2.609255, 4.693655, -8.957332)  0.51
F (-3.797720, -1.179084, -2.339632)  0.18
H (-4.023846, 0.453562, 1.177720)  -0.23
H (3.910727, 10.210507, 1.425535)  0.36
C (-5.174488, -5.291243, -1.266083)  -0.95
H (1.515245, -6.359515, 1.505335)  0.50
C (4.096955, 5.265945, 0.357182)  -0.71
H (1.828284, 4.442773, 3.997986)  0.25
H (-0.101349, -3.539544, 0.236179)  0.21
H (6.104707, -5.378274, 7.917595)  0.38
C (-0.861396, 0.562727, 7.042314)  -0.14
H (-7.068174, -6.363363, -0.281339)  0.63
O (2.723079, -2.488345, -2.857843)  -0.80
H (-0.238243, 8.610490, -3.856693)  0.17
H (-0.875519, 0.317961, -11.033226)  0.35
H (-2.808469, -2.743437, -9.215718)  0.63
C (0.496787, -0.929344, -7.651857)  2.29
H (-3.876289, -0.523475, -9.640130)  0.37
F (-3.711916, 3.405925, 0.256068)  -0.09
H (0.050834, 8.569558, -6.215418)  0.56
H (-2.514467, -6.592338, 0.203734)  0.16
F (-1.889139, 2.835717, -2.242587)  0.26
C (0.494265, -6.440598, -3.196962)  0.48
O (-1.123220, 2.380562, 1.276311)  -0.22
H (5.794419, 4.847472, 2.317157)  0.34
H (1.156453, 1.159996, 1.644743)  -0.23
C (-2.005322, -2.189722, -8.684680)  -0.65
H (6.556000, -8.905286, -1.564463)  0.40
C (-0.828559, 4.909435, -7.729866)  0.70
C (2.578875, 5.340198, -5.016069)  -0.75
F (0.193697, 7.693868, -0.623888)  -0.20
H (2.064768, 6.600506, 2.453760)  0.25
H (5.163995, -5.040448, 9.207760)  0.38
H (-5.324052, -0.553682, 7.711973)  0.66
F (-3.725512, 3.892886, -2.876595)  -0.15
H (4.075208, -4.743133, 6.172434)  0.32
H (3.054814, -3.447714, 6.772515)  0.16
H (4.116076, -6.341007, 0.331062)  0.32
H (-3.677592, -4.506504, 1.062767)  0.27
H (-1.271725, 4.277057, -6.952040)  -0.34
H (-0.800344, 1.535682, 7.460277)  0.31
N (4.204016, -7.355650, -2.226064)  0.17
H (-1.788339, -1.246847, -0.412902)  -0.02
F (5.482560, -2.853768, -4.206946)  -0.17
F (-1.240928, -3.337753, 5.690376)  -0.23
H (1.044811, 2.473118, -3.491913)  -0.02
H (-4.444806, -6.797209, 1.586225)  0.32
H (3.375032, 5.630151, -0.369077)  0.68
C (-3.982144, -1.163809, -3.659878)  0.18
H (-5.785692, -6.072884, -1.724840)  0.63
H (0.405751, 0.278627, -2.881146)  -0.03
H (3.369542, 0.766327, -2.388637)  0.49
C (-7.748346, -4.394876, 0.372675)  -0.07
F (-1.307046, -2.841726, 3.534184)  -0.17
O (-0.737749, 1.030714, -8.153343)  -0.45
N (5.747615, -4.579573, 8.477968)  -0.17
C (-3.089302, 0.060394, -9.165553)  -1.11
C (5.561741, 5.379631, -0.173552)  -1.20
O (5.836280, -1.952734, 9.122596)  -0.44
H (2.663285, 0.493666, -3.861307)  0.12
F (-0.078898, -4.482300, 4.260837)  -0.11
S (2.964215, -3.365702, -3.940691)  1.21
C (-4.395148, -0.344107, 0.484100)  -0.57
N (-0.949089, 6.736747, -5.891010)  0.42
H (3.594751, 7.709654, -0.373652)  0.18
H (1.828370, -0.080536, -9.132344)  0.42
H (-4.597072, 1.734676, 8.219561)  0.40
C (-1.952111, -0.235790, 7.690626)  -1.01
H (1.534990, -0.905527, -2.266730)  -1.76
C (2.622497, 5.681175, 2.415449)  0.93
H (5.074829, 4.157949, -1.774700)  0.22
H (-0.076413, -3.290470, -9.055953)  0.24
C (-3.437450, 3.714807, 1.513171)  0.12
C (5.181823, -0.138414, 1.592537)  0.59
S (4.155537, -0.113529, 5.051006)  1.06
H (0.901153, 1.370575, 8.669000)  0.38
F (6.041289, 0.068370, 6.887928)  -0.24
H (0.463795, 0.330729, -5.893629)  0.16
H (-1.759195, 4.960105, -11.197682)  0.42
C (3.733992, -4.219205, 7.121000)  -1.23
H (1.978974, 3.019964, -2.126733)  0.18
H (-9.307171, -5.391107, -0.822754)  0.35
C (-4.707671, -6.717789, 0.556677)  -0.82
C (6.075907, -8.213992, -0.833303)  -1.37
H (3.935930, -2.638831, 9.495739)  0.57
H (-0.410756, -1.503323, 1.605207)  0.33
H (3.006024, 5.794691, 4.556672)  0.48
H (-0.147105, -1.297126, -10.660929)  0.27
H (-1.683346, 8.503390, -6.514181)  0.56
H (5.331599, 0.110773, 9.392724)  0.19
H (5.416640, 7.381546, 1.222046)  0.51
F (4.548970, 0.970725, 2.112523)  -0.21
F (4.644566, -0.383590, 0.447752)  -0.16
C (-0.524421, 6.960199, 0.344914)  0.08
F (-6.671045, -4.942966, 3.885817)  -0.08
C (-1.195698, 8.589696, -4.387044)  -0.70
H (1.724184, -2.062110, 0.853094)  0.56
H (-5.179692, -4.267615, 1.978856)  -0.24
H (5.691556, 6.319854, -0.718677)  0.37
H (4.025418, -7.916389, 1.176089)  0.49
O (-2.872531, -0.686525, -5.978588)  -0.04
H (-7.438370, -3.735917, -0.404801)  0.22
C (-0.900071, 8.242034, -5.855041)  -0.88
H (-5.278275, -7.575204, 0.266578)  0.53
H (6.624499, -7.281767, -0.944461)  0.37
O (3.430559, 0.871854, 4.349889)  -0.18
C (-4.065579, -0.704499, 9.596303)  -0.63
N (5.252930, -0.824986, 4.268801)  -0.70
C (-3.732486, 1.689627, 7.539794)  -0.57
C (-0.460151, -2.549338, -1.622759)  -0.11
F (-0.525146, -6.854027, -3.920417)  -0.25
H (1.807722, 0.796648, -0.226077)  0.39
H (-5.707957, 0.687309, 6.022060)  0.27
C (2.426375, 0.983789, -2.893486)  -0.94
H (-1.924646, 7.009743, -2.940381)  -0.14
S (4.975104, -1.441867, 2.836146)  0.79
H (-2.826450, 0.121756, 5.301299)  -0.21
C (1.617617, -7.318058, 1.025116)  -1.09
H (-4.863487, 1.017597, 4.455893)  0.63
H (1.900974, 7.209305, -5.745872)  0.29
C (0.521688, -0.104266, 7.164899)  1.16
H (-2.834422, 2.212281, 7.936907)  0.32
H (-1.839596, -0.198416, 8.769936)  0.49
H (-2.812800, 1.063663, -9.584926)  0.32
C (-3.739406, -5.648457, -1.438407)  0.31
O (1.053043, 4.958076, 0.054871)  -0.36
H (1.139676, -3.935309, -0.941295)  0.48
H (0.218107, 4.670990, -7.931833)  0.46
F (4.670008, 1.695272, 6.876551)  -0.24
F (-3.759353, 4.958713, 1.740899)  -0.23
S (-2.923740, 2.075901, -4.430341)  0.75
H (-3.688826, -0.429848, -0.353514)  -0.39
N (-0.697144, -0.116428, -8.239624)  1.39
F (-7.197653, -3.933587, 5.799442)  -0.20
H (-1.137714, -3.940938, -7.860870)  0.56
H (1.719565, -0.794583, -5.905231)  -0.09
C (-4.707967, -4.262106, 1.014913)  0.10
H (-0.566192, 1.360532, 3.352936)  -0.50
F (6.219709, 1.527221, 5.371475)  -0.22
H (2.401754, 7.968212, 0.865604)  -0.01
C (-3.443410, -6.695052, -0.379125)  -0.56
H (6.341373, -8.670129, 0.171304)  0.38
H (-1.035730, 0.123423, 1.049856)  0.43
C (-0.050032, -2.182800, -7.153901)  -0.57
H (-5.692588, -2.732112, -0.189144)  -0.24
O (3.510272, -1.078317, 5.894336)  -0.33
H (3.941490, 4.175504, 0.472049)  0.24
H (1.742251, -0.371326, 2.273838)  0.00
H (8.019475, 4.389754, -1.118479)  0.37
H (-4.057308, -1.075471, 5.623894)  -1.57
H (4.661169, -6.431265, -2.127456)  0.20
C (1.325079, 0.193187, -2.257490)  1.67
O (5.964231, -2.429434, 2.560029)  -0.72
C (4.021441, 4.184911, 3.549176)  0.58
H (2.134553, 4.992816, 1.724204)  -0.77
H (4.616386, -7.787101, -3.054299)  0.43
H (0.143291, 1.160246, -0.781562)  -0.04
C (0.254227, 6.051873, -5.137746)  -0.26
O (1.205312, -5.663604, -5.618029)  -0.56
C (-3.731270, -0.067716, 5.832099)  1.27
N (-3.803013, -3.945416, 4.061265)  -0.18
H (0.779932, -0.202896, 9.363970)  0.37
H (1.133740, 0.164007, 6.354394)  -1.09
H (-7.806768, -3.909696, 1.349005)  0.22
H (0.049495, 4.968648, -5.077431)  -0.28
H (3.463247, 5.085301, -5.559917)  0.49
S (-2.522514, -0.642579, -4.599174)  -0.68
S (-1.596360, 3.543324, 1.976449)  1.04
H (7.391775, 3.331041, -2.306916)  0.42
C (-5.286811, -1.134834, 10.372871)  -1.53
H (-1.270633, -3.168561, -1.921722)  1.11
C (-2.133705, 7.486887, -3.916801)  -0.09
H (4.360004, 7.803552, 2.557423)  0.64
H (3.225062, -5.039998, 7.741132)  0.37
H (0.740572, -2.760126, -6.705291)  0.36
H (1.430369, 5.935896, -6.895874)  0.35
C (0.986402, 0.469660, -0.862862)  -0.14
H (2.448392, -1.469462, -8.341451)  0.36
F (0.050350, 7.302221, 1.501945)  -0.18
H (-2.596749, -2.075406, -7.722279)  -0.02
C (-1.569473, 4.500148, -9.084070)  -0.55
H (5.177638, -0.945719, 10.803459)  0.37
H (1.899570, 0.584219, -6.853949)  0.75
O (-2.365319, -5.518362, 2.766230)  -0.50
F (4.987284, -4.190309, -2.601831)  -0.24
O (-1.802190, 3.468024, 3.450334)  -0.82
C (2.036583, 2.445340, -3.028348)  -0.88
H (-9.684334, -5.080095, 0.978025)  0.36
H (6.825945, -0.563538, 10.178710)  0.26
H (-1.642378, 9.603526, -4.281847)  0.50
H (-3.996489, -2.904579, -0.435568)  -0.49
H (-5.482846, -4.268664, -1.557101)  0.56
N (-5.423325, -5.407962, 0.217488)  0.08
C (-1.066253, 6.377930, -7.428630)  -1.49
F (-4.153101, 2.900252, 2.345187)  -0.15
H (-6.193250, -0.577023, 10.083120)  0.34
H (-5.323606, -0.220202, -0.006576)  0.91
O (-2.651462, -5.851741, 5.236820)  -0.70
C (-1.164961, -3.891161, 4.441284)  0.50
C (3.848698, -7.418822, 0.207221)  -0.94
H (-3.319172, -7.728947, -0.823355)  0.43
H (3.531442, 10.151159, -0.269659)  0.42
H (-2.243040, 5.399548, -4.804140)  -0.47
H (2.844515, 5.871969, -4.090551)  0.30
C (4.373025, 7.379554, 1.569383)  -1.22
N (3.951030, 5.862829, 1.723653)  0.99
N (0.360450, -0.766625, -0.164537)  1.01
C (4.942894, -3.549636, 7.718492)  0.12
F (-1.754000, 7.361365, 0.210539)  -0.18
H (-6.919726, -6.040049, 1.488078)  0.54
H (3.689675, 3.369282, 2.865725)  -0.70
C (4.497151, -8.107054, -1.011528)  0.27
F (6.465456, 0.199881, 1.370515)  -0.26
H (-3.314399, 2.536666, 5.555846)  -0.18
N (-2.033367, 0.694395, -4.090306)  -0.15
O (2.710681, -7.038958, -4.242509)  -0.76
C (0.485294, -3.139462, -0.607074)  -0.72
C (4.605750, -2.385277, 8.684593)  -0.08
H (1.815200, -8.099998, 1.761174)  0.45
C (-3.122435, 2.718604, -2.797647)  0.08
F (-5.892311, -5.789167, 5.876513)  -0.16
C (1.572102, 6.195336, -5.844667)  -0.62
C (0.165687, 0.531715, 3.411334)  -0.17
C (1.162274, -0.137062, -6.576989)  -1.75
F (-3.867346, 1.934651, -1.981393)  -0.23
F (-4.164535, -2.405510, -4.051557)  -0.17
H (3.216227, -7.187117, -2.409503)  0.01
H (-5.542869, -2.138018, 10.085497)  0.36
H (-3.046242, -4.759047, -1.336389)  -0.90
H (1.000818, 0.794150, 4.099016)  -0.17
H (-3.175957, -1.310699, 9.784259)  0.36
H (0.565549, -7.484287, 0.654511)  0.15
O (-2.087508, 3.102602, -5.036648)  -0.45
C (-2.179558, 6.467322, -5.099543)  0.25
F (5.034469, -4.968860, -4.627076)  -0.22
C (-6.887439, -5.609093, 0.487574)  -0.84
H (2.804800, 2.887247, -3.624571)  0.62
C (-1.158430, 5.236007, -10.331033)  -1.41
C (3.494213, 8.136828, 0.604583)  0.35
C (0.857067, 0.219886, 2.095012)  1.35
C (4.054170, 9.630925, 0.504110)  -1.49
C (1.301502, -1.964540, -0.135299)  -0.60
C (2.754309, 5.054172, 3.775506)  -1.22
S (1.772306, -5.898096, -4.356763)  0.79
S (-2.658149, -4.976630, 4.111549)  0.67
H (-3.137109, 7.952869, -3.888785)  0.49
H (-1.720335, -1.036222, -11.377801)  0.43
H (-1.039384, 0.875640, 6.037996)  -0.08
O (-5.626999, -2.261201, 4.540040)  -0.68
F (1.058869, -7.370801, -2.395776)  -0.24
S (-4.907485, -3.417779, 5.125614)  0.81
C (7.209615, 4.307516, -1.846846)  -1.57
H (-4.810823, 3.098644, 6.328256)  0.51
C (1.139666, 0.309690, 8.502319)  -1.48
H (5.061965, 9.535397, 0.243671)  0.42
H (1.213108, -1.658159, -9.727154)  0.32
H (0.392056, -1.174946, 7.117844)  0.28
H (-0.871104, -1.998253, -6.401846)  -0.43
H (5.218174, 6.025598, 3.563844)  0.38

Cartesian forces, eV/Å:
0.123 -0.257 -0.397
0.373 0.802 0.443
-0.200 -0.855 -0.703
0.955 -0.605 0.912
0.896 -0.016 -1.379
1.046 -0.055 1.334
-0.015 0.976 0.536
1.120 -0.089 -0.628
-1.195 -1.421 -2.549
-0.004 -0.630 0.190
-0.385 0.969 0.689
-0.247 -0.145 0.303
0.538 -0.278 0.439
0.101 -0.883 0.382
-0.255 -0.074 -0.620
1.266 0.217 -0.539
-1.217 1.171 0.681
0.151 1.492 -0.069
0.369 0.712 0.905
-0.568 0.678 -0.323
0.525 0.855 0.021
0.996 1.315 -1.109
0.456 -0.166 0.137
0.530 -0.373 0.278
1.331 -0.165 -1.044
-0.069 0.407 -0.546
-0.358 0.393 -0.030
-0.299 0.512 -0.606
0.836 0.390 -1.575
0.558 -0.410 -0.187
0.375 0.389 0.269
0.082 0.375 0.566
1.058 -0.539 1.683
0.344 0.146 -0.134
0.118 0.196 -0.103
1.051 -0.592 0.497
0.208 -0.287 0.253
1.488 -0.145 0.402
-0.462 -0.196 -0.619
1.393 -0.106 -0.633
-2.473 -0.980 -1.275
0.452 -0.716 -0.070
1.584 -1.009 -3.042
-0.052 -0.080 -0.125
1.582 3.798 1.057
0.531 0.634 -1.223
0.091 0.187 0.089
0.897 -0.862 -0.146
-0.782 -0.031 -1.728
0.698 1.128 -0.805
0.779 1.102 0.103
-0.400 0.023 0.221
0.257 0.184 -0.684
0.759 1.100 -1.610
-1.022 1.196 0.624
0.063 0.712 0.141
-0.012 0.335 0.529
-2.384 -0.515 -0.551
0.565 0.617 0.238
0.081 -0.183 0.000
0.329 1.143 0.067
-1.066 -0.001 0.431
-0.130 0.470 -0.153
-0.835 -0.282 -0.896
0.227 -0.333 -0.143
-0.734 0.781 0.704
0.756 0.749 0.217
1.583 -1.915 0.359
1.063 0.900 0.000
0.136 0.024 -0.077
-0.437 0.680 -0.127
0.411 -0.093 -0.540
-0.863 -0.093 0.391
0.677 1.101 0.992
-0.222 -0.009 0.139
0.370 0.281 0.851
1.140 0.431 -0.767
0.768 1.103 -1.089
0.416 0.236 -0.706
-0.077 -0.164 -0.004
0.509 0.350 -0.294
-0.408 0.595 -0.244
-1.217 -0.134 -0.618
-0.369 -0.087 0.489
0.176 0.011 -0.385
-0.801 0.132 0.666
0.039 0.163 -0.060
-1.039 0.163 2.089
-0.664 0.375 0.278
-1.621 -0.463 -1.651
-1.064 0.067 -0.107
-0.594 -1.398 0.759
-0.036 0.345 -0.288
0.360 0.600 -0.402
-0.207 0.267 0.538
0.187 0.317 0.039
-0.496 0.457 0.996
-0.318 -0.052 0.193
0.493 -0.640 -0.186
0.755 -0.706 0.491
0.371 0.003 -0.061
0.107 0.932 1.067
1.118 1.128 0.284
0.312 -0.187 0.499
0.150 -0.038 -0.555
0.328 -0.473 -0.994
0.181 0.292 -0.247
-0.004 0.332 0.833
-0.182 0.206 0.473
0.271 -0.620 -0.848
-0.153 0.352 -0.096
0.524 0.123 0.230
0.083 0.574 0.541
-1.123 -0.112 0.580
0.766 -0.609 0.804
0.222 2.489 0.879
-0.237 -1.846 0.196
2.146 0.077 1.810
0.079 0.548 0.444
0.402 1.150 0.537
-0.548 0.602 0.083
2.964 -1.291 -0.251
0.119 -0.330 0.376
2.147 -1.049 1.192
0.730 -0.733 -0.503
0.135 -0.203 -0.654
-0.410 -0.612 0.024
0.619 -0.054 0.095
-1.353 0.336 -1.148
0.205 1.200 -0.670
-1.186 -0.328 -1.298
-0.625 -0.467 -0.646
-1.185 0.666 1.140
1.001 -0.903 0.661
0.814 2.571 1.276
0.534 -0.450 1.146
0.200 -0.179 0.015
-0.208 -0.663 0.054
-0.462 0.255 0.000
0.133 -0.314 0.036
0.180 -1.889 -1.354
-0.042 0.052 0.882
-0.102 0.302 0.951
1.538 0.759 -1.475
-0.379 -1.597 0.384
-0.289 -0.421 0.436
-0.001 1.091 -0.127
-0.603 -0.287 -0.194
-0.658 0.532 -0.249
-0.763 0.791 -0.678
0.256 -0.407 -0.152
-0.366 -0.121 0.221
0.607 -0.511 -0.773
-0.869 -0.839 -1.343
1.887 1.800 -1.029
-0.086 -1.009 1.279
0.709 0.840 -0.258
0.101 0.039 0.281
0.026 -0.126 0.515
-0.065 -0.060 -0.124
0.415 -0.163 -0.537
-0.910 0.024 -0.985
0.599 0.585 -0.360
0.341 -0.846 1.541
-0.953 -0.133 -0.097
-0.361 0.372 0.176
-1.578 1.115 -0.231
0.062 0.728 0.032
1.513 -0.887 -2.708
0.212 -0.077 -0.120
0.450 0.132 -0.437
-0.331 -1.364 -0.135
0.074 -0.057 -0.162
0.266 0.026 -0.658
0.406 -0.894 -0.035
0.065 0.373 -0.580
-0.968 -2.293 0.989
0.693 0.180 -0.563
-2.653 -0.864 0.448
-0.412 0.195 -0.496
0.284 0.791 -0.449
-1.596 0.041 1.659
-0.801 -0.478 -0.065
-0.273 -0.005 -0.052
-1.179 -0.833 0.361
1.681 1.049 -0.431
-0.220 -0.357 -0.657
0.013 -0.066 -0.320
0.022 0.125 0.579
-0.531 0.426 -0.114
-0.654 0.879 0.145
1.604 -2.149 -2.835
0.025 0.210 0.506
0.223 -2.115 -1.326
-0.113 -2.403 -0.477
-0.117 -0.244 0.643
-0.127 -0.463 -0.333
-1.519 0.355 -0.954
0.351 -0.783 0.135
-0.462 0.395 -0.603
1.261 0.854 -0.167
0.062 -2.044 0.736
-0.531 0.712 -1.097
-0.150 0.061 0.397
-2.712 -1.731 1.155
-0.458 0.406 0.277
-0.806 0.407 0.775
-0.357 0.471 0.076
0.273 -0.300 -0.003
0.110 0.314 -0.088
0.108 -0.058 0.541
-0.365 -0.203 -0.315
-0.817 -2.459 -1.469
0.614 0.127 -0.321
-1.172 0.135 -0.954
-0.412 0.201 0.533
-0.307 -0.020 -0.091
0.384 0.523 0.183
-1.532 -0.564 -1.335
-0.756 0.637 -1.423
0.624 0.116 0.678
-1.972 0.954 0.090
-0.162 -0.725 0.564
0.836 0.500 -0.979
0.610 0.509 -0.224
-0.531 0.462 -0.224
0.624 0.053 -0.346
1.527 -1.320 -0.140
-2.853 -1.737 3.736
-0.006 0.181 -0.243
-0.707 -0.647 -0.925
-1.137 -0.610 0.474
-1.409 -0.289 -0.450
-0.195 0.135 0.482
0.638 1.527 -0.517
0.296 -0.187 0.258
0.550 -0.164 0.261
-1.539 0.196 2.153
-0.616 -0.405 -0.235
-0.667 0.437 0.039
0.644 0.423 -0.858
0.183 0.199 1.459
0.003 0.006 0.309
0.190 0.674 -0.784
-0.689 0.816 1.856
0.011 -0.278 -0.267
1.030 0.048 -2.630
0.230 -0.871 -0.524
-0.208 -0.535 -0.332
-0.519 0.238 0.065
0.345 -0.733 -0.155
-0.355 0.139 0.208
0.213 -0.823 -0.267
1.086 -0.218 0.426
-0.599 -0.815 1.949
0.429 0.584 -0.921
0.509 0.255 0.401
-1.220 0.729 0.010
-0.282 -0.688 0.217
-4.388 2.505 -0.175
-0.917 0.814 -0.020
-0.345 1.123 0.309
-0.278 0.312 -0.557
0.125 0.689 -0.227
-0.019 -0.127 -0.324
-0.133 -1.250 -0.091
1.826 2.071 1.976
-0.544 -0.607 -0.761
-0.552 0.288 1.133
-0.699 0.147 0.649
-0.323 -0.153 -0.093
0.662 0.341 0.348
1.348 -1.443 1.905
-0.398 -0.289 0.424
-0.543 -0.072 0.553
-0.734 4.798 0.797
-0.990 1.670 -0.668
-0.233 -0.434 0.883
0.069 -1.211 -1.607
0.069 0.051 0.232
0.026 -0.141 2.718
-1.306 0.275 -1.152
0.327 -0.053 1.254
1.083 -0.170 1.527
0.040 0.098 1.733
0.518 0.203 -0.849
-0.134 -1.984 -0.017
-0.311 -0.213 -0.206
-0.103 -0.765 -0.123
-0.825 -0.913 -0.202
-0.670 0.390 -0.255
-0.415 -0.395 0.221
1.030 -0.126 0.184
-0.339 -0.719 0.517
-0.134 -0.641 0.533
-0.514 0.955 0.096
0.980 -0.404 -0.058
0.193 0.670 -0.630
1.114 -1.293 -0.073
-0.592 0.888 0.566
-1.048 0.104 0.061
-2.428 -1.511 1.087
-0.784 0.497 0.473
0.602 -1.008 0.593
2.505 -1.703 1.147
1.734 -0.382 -0.770
0.358 -0.541 0.432
-0.749 -0.734 0.207
-0.454 -0.626 -1.205
1.398 -2.096 0.617
-0.944 -0.282 -0.417
1.188 1.342 0.056
0.363 -1.311 0.853
-0.354 -0.250 -0.282
0.223 1.164 -1.082
1.656 0.185 -0.288
0.509 0.183 1.429
0.071 -0.511 -0.106
1.415 0.083 -0.153
-0.605 -0.655 -0.961

**Total charge**: +3
**Total energy**: -12640.66970 Eh